Record 1
{"formula": "C11H6N2OS", "method": "ωB97M-V/def2-TZVPD", "smiles": "CC1=C(C(C#N)C#N)c2ccsc2C1=O", "de_lowest_kj_mol": 0.0, "homo_lumo_gap_ev": 7.758, "lumo_ha": -0.0435, "largest_force_ha_per_bohr": 0.0956, "symbols": ["C", "C", "C", "C", "C", "C", "C", "C", "C", "C", "C", "N", "N", "O", "S", "H", "H", "H", "H", "H", "H"], "xyz": [[1.82, 1.47, 1.02], [1.62, 1.97, -1.36], [-1.60, 2.42, -0.66], [-2.96, 2.46, -0.69], [-1.22, 1.11, -0.35], [-2.28, 0.27, -0.09], [0.03, 0.36, -0.14], [-1.72, -1.06, 0.18], [-0.21, -0.95, 0.05], [0.64, -2.16, 0.27], [1.63, 0.99, -0.27], [1.73, 1.90, 2.09], [1.69, 2.61, -2.28], [-2.33, -2.07, 0.46], [-3.75, 0.95, -0.38], [-0.91, 3.33, -0.86], [-3.49, 3.37, -0.72], [1.00, -2.16, 1.42], [1.41, -2.20, -0.39], [-0.10, -3.06, 0.07], [2.38, 0.23, -0.47]], "mulliken_charge": [0.130, -0.080, -0.452, -0.418, 0.664, -0.447, -0.081, 0.734, 0.073, -1.163, 0.487, -0.447, -0.391, -0.622, -0.237, 0.287, 0.490, 0.239, 0.481, 0.303, 0.448]}

Record 2
{"formula": "C2H10O2S2", "method": "ωB97M-V/def2-TZVPD", "de_lowest_kj_mol": 485.4, "total_charge": 1, "multiplicity": 2, "homo_lumo_gap_ev": [6.980, 5.246], "lumo_ha": [-0.2546, -0.3337], "largest_force_ha_per_bohr": 0.0701, "symbols": ["C", "C", "S", "S", "H", "H", "H", "H", "H", "H", "H", "H", "O", "H", "H", "O"], "xyz": [[0.53, 1.01, -1.24], [-0.02, 0.49, 0.18], [-0.77, 1.78, 1.10], [3.06, -0.78, -0.40], [-0.14, 1.66, -1.76], [0.69, 0.16, -1.84], [1.55, 1.37, -1.04], [0.76, -0.05, 0.75], [-0.86, -0.37, 0.00], [3.35, -1.01, 0.89], [-2.96, 1.13, 0.73], [-4.19, 0.83, 1.57], [-3.87, 0.93, 0.71], [1.69, -2.00, -0.15], [0.46, -2.68, 0.71], [0.72, -2.48, -0.19]], "mulliken_charge": [-1.221, -0.077, 0.388, -0.209, 0.447, 0.387, 0.403, 0.203, 0.352, 0.259, 0.223, 0.339, -0.507, 0.303, 0.343, -0.633]}

Record 3
{"formula": "C2H2BrO3S", "method": "ωB97M-V/def2-TZVPD", "de_lowest_kj_mol": 207.9, "total_charge": -1, "homo_lumo_gap_ev": 6.994, "lumo_ha": 0.1188, "largest_force_ha_per_bohr": 0.0371, "symbols": ["C", "C", "O", "O", "O", "S", "Br", "H", "H"], "xyz": [[-1.34, 0.08, -0.99], [0.76, 0.48, 0.48], [-1.21, 1.36, -0.94], [-0.03, 2.88, 0.82], [-2.41, -0.49, -1.11], [0.46, 1.98, -0.23], [2.33, -0.34, -0.33], [-0.41, -0.51, -0.93], [0.89, 0.49, 1.55]], "mulliken_charge": [0.448, -0.625, -0.438, -0.570, -0.604, 0.497, -0.269, 0.228, 0.333]}

Record 4
{"formula": "C25H19BIrN5O8S2", "method": "ωB97M-V/def2-TZVPD", "de_lowest_kj_mol": 29.6, "total_charge": -1, "multiplicity": 2, "homo_lumo_gap_ev": [7.205, 6.311], "lumo_ha": [0.0633, 0.0071], "largest_force_ha_per_bohr": 0.0072, "symbols": ["Ir", "O", "C", "N", "C", "C", "C", "C", "C", "C", "N", "C", "O", "C", "C", "C", "C", "C", "N", "C", "C", "C", "C", "C", "N", "H", "H", "H", "H", "H", "H", "H", "H", "H", "H", "H", "H", "O", "S", "O", "O", "C", "C", "C", "C", "C", "C", "S", "O", "O", "O", "H", "H", "H", "H", "B", "C", "N", "H", "H", "H"], "xyz": [[0.01, -0.62, 0.09], [1.87, -4.20, 0.05], [1.22, -3.18, -0.10], [1.08, -2.14, 0.76], [1.76, -1.93, 1.93], [2.61, -2.86, 2.55], [3.20, -2.53, 3.74], [2.97, -1.28, 4.35], [2.16, -0.35, 3.76], [1.53, -0.64, 2.52], [0.70, 0.19, 1.86], [0.52, 1.51, 2.35], [1.43, 2.17, 2.77], [-0.90, 2.00, 2.42], [-1.13, 3.35, 2.65], [-2.44, 3.78, 2.72], [-3.46, 2.85, 2.57], [-3.12, 1.52, 2.37], [-1.86, 1.10, 2.30], [0.42, -2.98, -1.38], [0.42, -3.94, -2.37], [-0.33, -3.71, -3.51], [-1.06, -2.54, -3.62], [-1.02, -1.62, -2.59], [-0.29, -1.84, -1.50], [2.77, -3.82, 2.08], [3.86, -3.24, 4.23], [3.44, -1.05, 5.30], [2.00, 0.61, 4.23], [-0.29, 4.03, 2.73], [-2.67, 4.83, 2.87], [-4.50, 3.14, 2.61], [-3.88, 0.75, 2.27], [1.01, -4.83, -2.22], [-0.34, -4.44, -4.31], [-1.66, -2.33, -4.50], [-1.55, -0.68, -2.61], [0.24, 2.69, 0.05], [-0.67, 2.32, -1.00], [-1.83, 3.14, -1.21], [-1.09, 0.88, -0.88], [0.25, 2.37, -2.54], [-0.40, 2.99, -3.59], [0.20, 3.10, -4.84], [1.47, 2.59, -5.03], [2.13, 1.97, -3.98], [1.54, 1.84, -2.73], [2.57, 1.03, -1.49], [3.62, 0.39, -2.25], [2.97, 2.01, -0.53], [1.69, -0.04, -0.92], [-1.39, 3.39, -3.42], [-0.32, 3.59, -5.65], [1.96, 2.67, -5.99], [3.12, 1.55, -4.11], [-3.88, -2.47, 2.00], [-2.55, -1.86, 1.38], [-1.60, -1.42, 0.92], [-4.46, -1.56, 2.55], [-3.55, -3.34, 2.78], [-4.52, -2.91, 1.07]], "mulliken_charge": [3.306, -0.763, 0.434, 0.042, 0.542, -1.185, -0.597, -0.716, -0.969, 1.222, -0.082, -0.376, -0.579, 0.511, -0.756, -0.396, -0.643, -0.042, -0.083, 0.453, -0.606, -0.366, -0.771, -0.264, -0.070, 0.517, 0.392, 0.396, 0.462, 0.422, 0.413, 0.400, 0.255, 0.536, 0.422, 0.435, 0.533, -0.585, 1.614, -0.807, -1.046, -0.166, -0.583, -0.609, -0.547, -0.577, -0.199, 1.322, -0.790, -0.680, -0.886, 0.536, 0.392, 0.385, 0.547, 0.590, -0.221, -0.643, -0.168, -0.151, -0.154]}